No. 1
DFT (ωB97M-V with the def2-TZVPD basis set) results for a molecular structure, C29H41FeN5PS.

Cartesian coordinates (Å):
1 Fe -0.408 0.820 -0.718
2 C -0.984 2.493 -3.582
3 C -1.449 1.040 -3.724
4 N -1.952 0.467 -2.463
5 C -3.356 0.771 -2.165
6 C -3.611 2.193 -1.672
7 S -2.464 2.702 -0.347
8 C -1.626 4.157 -1.060
9 C -0.247 3.879 -1.670
10 N -0.192 2.600 -2.369
11 H -1.829 3.176 -3.523
12 H -0.419 2.769 -4.477
13 H -0.584 0.439 -4.013
14 H -2.198 0.977 -4.521
15 H -1.879 -0.540 -2.551
16 H -3.672 0.069 -1.390
17 H -3.994 0.604 -3.042
18 H -4.616 2.244 -1.256
19 H -3.545 2.922 -2.476
20 H -1.517 4.860 -0.237
21 H -2.322 4.590 -1.776
22 H 0.496 3.834 -0.873
23 H -0.002 4.722 -2.328
24 H 0.777 2.377 -2.568
25 C -1.676 -3.034 1.549
26 C -2.410 -1.969 1.054
27 C -1.942 -0.670 1.221
28 C -0.731 -0.430 1.876
29 C -0.011 -1.509 2.385
30 C -0.484 -2.801 2.228
31 P -0.157 1.324 1.982
32 C 0.059 1.538 3.788
33 C -0.677 0.788 4.704
34 C -0.549 1.024 6.065
35 C 0.305 2.015 6.522
36 C 1.020 2.785 5.615
37 C 0.886 2.560 4.255
38 C 1.552 1.240 1.317
39 C 2.721 1.094 2.064
40 C 3.949 1.188 1.427
41 C 4.008 1.428 0.061
42 C 2.837 1.519 -0.686
43 C 1.587 1.420 -0.081
44 H -2.044 -4.044 1.429
45 H -3.355 -2.147 0.555
46 H -2.556 0.170 0.905
47 H 0.916 -1.328 2.916
48 H 0.070 -3.633 2.646
49 H -1.348 0.015 4.354
50 H -1.120 0.433 6.768
51 H 0.406 2.195 7.585
52 H 1.681 3.564 5.972
53 H 1.434 3.174 3.550
54 H 2.677 0.937 3.135
55 H 4.864 1.093 1.999
56 H 4.970 1.539 -0.426
57 H 2.923 1.678 -1.758
58 C 2.578 -1.852 0.060
59 N 2.007 -2.700 -0.963
60 C 2.907 -3.719 -1.475
61 C 0.768 -2.497 -1.459
62 N 0.093 -1.393 -1.298
63 N 0.267 -3.554 -2.219
64 C -0.754 -3.256 -3.201
65 C 0.080 -4.841 -1.560
66 H 2.926 -2.467 0.895
67 H 1.828 -1.155 0.400
68 H 3.429 -1.292 -0.328
69 H 3.892 -3.271 -1.620
70 H 2.551 -4.098 -2.427
71 H 3.022 -4.551 -0.774
72 H -0.854 -1.566 -1.616
73 H -1.757 -3.131 -2.763
74 H -0.801 -4.086 -3.905
75 H -0.481 -2.355 -3.749
76 H 0.774 -4.949 -0.731
77 H 0.252 -5.652 -2.270
78 H -0.940 -4.933 -1.170

Cartesian forces (eV/Å) of the 6 atoms listed first:
Fe 0.8 0.6 -1.1
C -0.1 -0.3 0.1
C 0.1 0.2 -0.1
N 0.0 -0.1 0.1
C -0.2 0.1 0.1
C 0.3 0.1 0.1

Computed properties:
**Spin multiplicity**: 5
**Maximum force**: 1.5 eV/A
**ΔE to the lowest compared entry with this formula, charge and spin**: 0.0 kJ/mol
**HOMO-LUMO gap (spin up / spin down)**: 8.14 / 8.05 eV
**Net charge**: +1
**Molar mass**: 578.6 Da
**HOMO (spin up / spin down)**: -10.11 / -10.14 eV



No. 2
DFT (ωB97M-V with the def2-TZVPD basis set) results for a molecular structure, C39H40N2S5Sn.

Cartesian coordinates (Å):
1 Sn 0.367 -1.436 1.452
2 C -2.026 3.873 -0.147
3 C -1.019 3.830 1.006
4 C 0.299 3.212 0.544
5 C -1.579 3.214 2.280
6 C -1.919 4.073 3.320
7 C -2.431 3.604 4.519
8 C -2.594 2.244 4.704
9 C -2.276 1.339 3.696
10 C -2.463 -0.148 3.943
11 C -3.926 -0.493 4.229
12 C -1.550 -0.629 5.072
13 C -1.791 1.842 2.483
14 N -1.499 0.913 1.441
15 C -2.441 0.577 0.668
16 C -2.209 -0.440 -0.429
17 N -1.137 -1.122 -0.480
18 C -1.017 -2.097 -1.529
19 C -1.577 -3.366 -1.349
20 C -1.500 -4.255 -2.415
21 C -0.888 -3.897 -3.604
22 C -0.307 -2.647 -3.735
23 C -0.343 -1.727 -2.693
24 C 0.301 -0.360 -2.828
25 C -0.598 0.599 -3.611
26 C 1.687 -0.446 -3.467
27 C -2.263 -3.796 -0.062
28 C -3.754 -4.074 -0.281
29 C -1.585 -5.024 0.548
30 C -3.427 -0.453 -1.265
31 C -3.790 -1.080 -2.431
32 C -5.091 -0.855 -2.939
33 C -5.993 -0.036 -2.308
34 C -5.641 0.634 -1.111
35 C -6.454 1.519 -0.359
36 C -5.967 2.112 0.777
37 C -4.649 1.882 1.246
38 C -3.848 1.023 0.541
39 C -4.353 0.405 -0.625
40 H -1.640 4.505 -0.949
41 H -2.989 4.276 0.171
42 H -2.196 2.882 -0.571
43 H -0.809 4.869 1.273
44 H 0.152 2.218 0.122
45 H 1.012 3.124 1.364
46 H 0.749 3.835 -0.231
47 H -1.769 5.138 3.182
48 H -2.684 4.297 5.311
49 H -2.975 1.873 5.648
50 H -2.167 -0.686 3.042
51 H -4.279 0.002 5.136
52 H -4.040 -1.569 4.372
53 H -4.574 -0.188 3.405
54 H -1.813 -0.155 6.020
55 H -0.507 -0.395 4.857
56 H -1.639 -1.709 5.199
57 H -1.928 -5.244 -2.311
58 H -0.844 -4.603 -4.424
59 H 0.196 -2.386 -4.657
60 H 0.433 0.043 -1.820
61 H -0.757 0.233 -4.628
62 H -0.136 1.586 -3.675
63 H -1.577 0.713 -3.141
64 H 1.634 -0.765 -4.509
65 H 2.323 -1.150 -2.930
66 H 2.170 0.532 -3.448
67 H -2.185 -2.980 0.661
68 H -3.892 -4.901 -0.981
69 H -4.276 -3.205 -0.680
70 H -4.228 -4.353 0.662
71 H -1.678 -5.888 -0.114
72 H -2.055 -5.281 1.498
73 H -0.521 -4.856 0.718
74 H -3.113 -1.735 -2.962
75 H -5.378 -1.351 -3.857
76 H -6.981 0.107 -2.729
77 H -7.465 1.726 -0.690
78 H -6.601 2.787 1.336
79 H -4.302 2.385 2.138
80 S 6.222 -1.495 -3.041
81 C 4.947 -1.497 -2.012
82 S 4.410 -0.098 -1.146
83 C 3.059 -0.837 -0.317
84 C 2.870 -2.149 -0.550
85 S 1.636 -3.153 0.179
86 S 3.985 -2.896 -1.671
87 S 2.056 0.202 0.670

Cartesian forces (eV/Å) of the 6 atoms listed first:
Sn 0.0 0.2 0.0
C 0.0 0.0 0.0
C 0.0 0.0 0.0
C 0.0 0.0 0.0
C 0.0 0.0 0.0
C 0.0 0.0 0.0

Computed properties:
**Spin multiplicity**: 1
**Maximum force**: 0.2 eV/A
**HOMO-LUMO gap**: 5.86 eV
**Net charge**: 0
**Molar mass**: 815.8 Da
**HOMO**: -7.08 eV



No. 3
DFT (ωB97M-V with the def2-TZVPD basis set) results for a molecular structure, C5H10INOS.

Cartesian coordinates (Å):
1 C -1.542 -0.386 -1.381
2 C -1.198 -1.195 -0.030
3 C -0.263 0.315 -1.791
4 C 1.622 0.186 1.965
5 C 1.162 0.917 0.684
6 N 0.237 -1.570 0.055
7 O 2.284 -0.761 -1.143
8 S 0.973 -0.433 -0.597
9 I 2.595 2.422 -0.034
10 H -1.958 -1.066 -2.189
11 H -2.481 0.206 -1.233
12 H -1.343 -0.738 0.951
13 H -1.693 -2.199 0.105
14 H -0.018 0.158 -2.783
15 H -0.326 1.412 -1.630
16 H 2.002 -0.698 1.691
17 H 2.100 0.755 2.612
18 H 0.551 0.065 2.383
19 H 0.307 1.530 0.678

Cartesian forces (eV/Å) of the 6 atoms listed first:
C -1.8 -1.6 0.7
C -0.1 -2.1 0.6
C -0.8 1.2 2.5
C -7.1 1.5 -2.3
C 2.8 -0.5 -1.3
N -1.0 0.0 -1.0

Computed properties:
**Spin multiplicity**: 1
**Maximum force**: 7.6 eV/A
**ΔE to the lowest compared entry with this formula, charge and spin**: 110.8 kJ/mol
**HOMO-LUMO gap**: 9.18 eV
**Net charge**: 0
**Molar mass**: 259.1 Da
**HOMO**: -8.92 eV